Molecular formula: C4H7O2P
Method: DFT, ωB97M-V with the def2-TZVPD basis set

Atoms and positions in Å:
H (0.39, 1.35, 2.34)
C (-0.90, 1.89, 0.78)
P (-0.19, -1.42, 0.11)
O (-0.34, -0.31, 1.46)
H (-0.56, -2.47, 0.96)
O (-1.57, -1.41, -0.68)
C (-1.77, 2.55, 0.28)
C (1.05, -0.89, -0.92)
H (1.05, -1.47, -1.84)
C (0.12, 1.02, 1.33)
H (2.03, -0.90, -0.44)
H (-1.53, -0.87, -1.47)
H (1.00, 1.05, 0.68)
H (-2.53, 3.18, -0.08)

As for the structure (SMILES): C#CCO[P@H](=C)O. Its HOMO-LUMO gap is 0.352 Eh. Its HOMO energy is -8.704 eV. The calculated total energy is -17642.3408 eV. Its relative energy (zero: lowest compared OMol25 entry of this formula, charge and spin) is 74.36 kcal per mole. For the LUMO energy, the calculation gives 0.86 eV. The spin multiplicity is 1.